Entry 1:
The following is a quantum chemistry calculation of a 7-piece molecular cluster, C25H53FN6O8 overall, from the Open Molecules 2025 dataset.

Last column: Mulliken charge in e.
Atoms and positions in Å:
C 4.4572 0.8269 1.5937  -1.0026
C 3.3374 0.3571 2.5494  -0.7207
C 1.9663 0.2757 1.9252  1.0615
F 1.9644 -0.8443 1.0744  -0.3867
C 0.7484 0.2049 2.8308  -1.2638
C -0.3807 0.4379 1.8135  0.7455
C -1.0364 -0.8327 1.2435  -1.1111
C 0.3276 1.2621 0.7552  0.0647
O -0.1266 1.7634 -0.2292  -0.6091
O 1.6577 1.3780 1.0722  -0.3697
H 5.0427 1.6226 2.0561  0.3152
H 4.0439 1.2279 0.6681  0.3869
H 5.1504 0.0150 1.3675  0.1895
H 3.5478 -0.6624 2.8866  0.3506
H 3.3007 0.9871 3.4417  0.3223
H 0.6804 -0.6913 3.4466  0.4538
H 0.8089 1.1152 3.4383  0.3834
H -1.1994 0.9968 2.2779  0.4069
H -1.8523 -1.1377 1.8979  0.1202
H -1.4427 -0.6373 0.2495  0.1855
H -0.3246 -1.6573 1.1857  0.3886
C -4.3598 -0.3112 -1.0536  0.0659
O -4.6141 0.0901 0.0663  -0.5945
N -3.9684 0.4649 -2.0775  0.2023
C -3.6935 -0.0735 -3.3916  -1.0289
C -3.8091 1.8941 -1.8421  -0.8434
H -4.4405 -1.3775 -1.3339  0.2959
H -2.6580 0.1174 -3.6789  0.3453
H -4.3512 0.3743 -4.1394  0.3487
H -3.8569 -1.1500 -3.3845  0.3530
H -3.0646 2.0780 -1.0680  0.2000
H -4.7552 2.3321 -1.5200  0.3282
H -3.4882 2.3680 -2.7664  0.4102
C 7.8034 1.0206 0.1752  0.1394
O 7.4449 1.9101 0.9201  -0.6074
N 8.2674 1.2114 -1.0752  0.1237
C 8.6721 0.1106 -1.9200  -0.7832
C 8.3619 2.5696 -1.5894  -0.9410
H 7.7722 -0.0448 0.4655  0.3036
H 9.7234 0.2020 -2.2020  0.3154
H 8.0717 0.0784 -2.8328  0.2274
H 8.5367 -0.8277 -1.3846  0.2945
H 9.0294 3.1665 -0.9679  0.3224
H 7.3828 3.0487 -1.5860  0.2773
H 8.7397 2.5410 -2.6083  0.3186
C 9.0300 2.2903 -5.7085  0.0998
O 8.8120 3.2430 -4.9858  -0.5832
N 8.1050 1.3674 -6.0402  0.1490
C 8.4078 0.2437 -6.9007  -0.9243
C 6.7590 1.5233 -5.5133  -0.8693
H 10.0187 2.0969 -6.1575  0.3017
H 7.7885 0.2640 -7.7996  0.3374
H 8.2363 -0.7016 -6.3817  0.3320
H 9.4531 0.2893 -7.2001  0.2924
H 6.3281 2.4710 -5.8359  0.3172
H 6.7676 1.5177 -4.4228  0.1923
H 6.1414 0.7038 -5.8731  0.3811
C -2.4104 -3.3537 3.3131  0.0786
O -1.2215 -3.1483 3.4926  -0.6564
N -3.2465 -3.8100 4.2624  0.1454
C -4.6606 -4.0480 4.0145  -0.5878
C -2.6908 -4.1034 5.5697  -0.9725
H -2.8936 -3.2163 2.3314  0.3926
H -5.2758 -3.4968 4.7270  0.3467
H -4.8792 -5.1143 4.1125  0.3545
H -4.9236 -3.7077 3.0155  -0.0214
H -2.2530 -3.2082 6.0125  0.2884
H -1.9052 -4.8561 5.4940  0.2916
H -3.4853 -4.4725 6.2136  0.3848
C -6.6588 -2.6931 0.5762  0.9047
O -6.5163 -2.7194 1.7851  -0.6704
N -7.6814 -3.2697 -0.0820  0.0974
C -7.8080 -3.1925 -1.5210  -0.8056
C -8.6870 -3.9827 0.6876  -0.9577
H -5.9414 -2.1769 -0.0776  -0.4019
H -8.7376 -2.6947 -1.8042  0.3566
H -7.7964 -4.1888 -1.9680  0.3545
H -6.9743 -2.6210 -1.9255  0.1673
H -9.1662 -3.3149 1.4036  0.2863
H -8.2331 -4.8020 1.2455  0.2879
H -9.4363 -4.3809 0.0078  0.3915
C -4.3490 3.2030 3.4348  0.0801
O -4.5281 3.9702 4.3617  -0.6100
N -3.8710 3.5646 2.2287  0.1559
C -3.6731 2.6077 1.1570  -0.9919
C -3.5453 4.9620 2.0083  -1.0602
H -4.5670 2.1237 3.5055  0.3461
H -2.6235 2.5845 0.8534  0.2620
H -4.2817 2.8684 0.2886  0.4676
H -3.9600 1.6128 1.4895  0.2833
H -2.7837 5.2957 2.7138  0.3166
H -4.4265 5.5892 2.1483  0.3228
H -3.1731 5.0805 0.9934  0.3621

The multiplicity is 1. The largest force on an atom is 0.829 eV Å⁻¹. Its SMILES is CC[C@@]1(F)C[C@H](C)C(=O)O1.CN(C)C=O.CN(C)C=O.CN(C)C=O.CN(C)C=O.CN(C)C=O.CN(C)C=O. For the HOMO energy, the calculation gives -0.323 hartree. The lowest unoccupied orbital energy comes out at 0.0143 hartree. As for the energy above the lowest of the compared OMol25 structures with the same formula, charge and spin: 0.0 kcal per mole.



Entry 2:
The following is a quantum chemistry calculation of a 7-piece molecular cluster, C25H53N3O7 overall in a non-equilibrium geometry, from the Open Molecules 2025 dataset.

Last column: Mulliken charge in e.
Atoms and positions in Å:
C -11.2416 14.7737 9.5958  0.1506
O -10.0232 14.7468 9.3589  -0.6047
N -11.8186 15.9061 10.1022  0.1719
C -13.2662 15.9953 10.2539  -1.1766
C -11.1513 16.9930 10.7830  -0.9596
H -11.9140 13.9116 9.4656  0.3233
H -13.8184 15.3707 9.5518  0.3615
H -13.5848 16.9825 9.9192  0.3981
H -13.6529 15.9181 11.2701  0.3524
H -10.1553 17.1650 10.3749  0.3239
H -11.6989 17.9329 10.7126  0.2968
H -11.0398 16.7569 11.8413  0.3492
C -16.7602 16.5915 9.0447  0.2322
O -15.9907 17.5565 8.9161  -0.6705
N -18.1262 16.7431 9.1262  0.4101
C -18.7885 18.0431 9.3292  -0.9887
C -19.0350 15.6596 9.4394  -0.7572
H -16.4264 15.5477 9.1518  0.1982
H -19.7587 18.0617 8.8327  0.1978
H -18.1595 18.8066 8.8715  0.3451
H -18.9530 18.2339 10.3897  0.3282
H -19.0157 15.5078 10.5186  0.5307
H -20.0913 15.8823 9.2882  -0.0344
H -18.7711 14.7229 8.9486  0.1663
C -25.2425 17.0998 7.1374  0.1116
O -25.5569 17.3876 8.3125  -0.5906
N -23.9713 16.9475 6.6534  0.1826
C -23.7342 16.6568 5.2586  -0.8811
C -22.7871 17.0636 7.4482  -1.1675
H -25.9796 16.9963 6.3262  0.2690
H -23.2692 15.6728 5.1973  0.2974
H -23.0413 17.3629 4.8010  0.3060
H -24.5607 16.5682 4.5535  0.3256
H -21.9185 17.5719 7.0297  0.3330
H -22.9940 17.6394 8.3503  0.3628
H -22.5675 16.0398 7.7512  0.4244
C -19.0609 11.6306 4.8893  -0.5658
C -20.1032 12.6453 5.2493  -0.6641
C -19.6405 13.4836 6.3914  0.4954
O -18.5297 12.7730 6.8913  -0.3327
C -17.9631 11.9984 5.8494  -0.5392
H -18.7843 11.7771 3.8453  0.2706
H -19.3249 10.5756 4.9634  0.2605
H -21.1066 12.2573 5.4248  0.3269
H -20.2686 13.3630 4.4458  0.3010
H -20.4728 13.5400 7.0929  0.2467
H -19.3683 14.5000 6.1070  -0.4565
H -17.4129 11.1163 6.1769  0.3731
H -17.2300 12.5988 5.3108  0.2566
C -17.6354 16.8558 5.7994  0.5091
C -17.3953 16.3144 4.4322  -0.4766
C -18.5379 16.8652 3.5917  -0.4505
O -18.8611 18.0798 4.3220  -0.5045
C -18.8163 17.8294 5.7085  -0.0527
H -16.7441 17.3817 6.1415  0.3122
H -17.8873 16.0470 6.4853  -0.5123
H -17.2814 15.2306 4.4533  0.1361
H -16.4490 16.7424 4.1013  0.2954
H -19.3718 16.1964 3.3783  0.1845
H -18.2622 17.2623 2.6148  0.3137
H -19.7559 17.4099 6.0680  -0.0755
H -18.6900 18.8306 6.1203  0.3024
C -17.5206 11.9962 11.6460  -0.3716
C -16.2415 11.5298 10.9668  -0.7024
C -15.6490 12.8442 10.5102  0.1930
O -16.0931 13.7275 11.5012  -0.3911
C -17.0931 13.2341 12.3948  -0.2069
H -17.9964 11.3163 12.3528  0.4380
H -18.2491 12.2593 10.8791  0.0517
H -16.3230 10.7514 10.2082  0.3827
H -15.6184 11.0801 11.7399  0.2774
H -15.9776 13.1867 9.5290  0.0972
H -14.5597 12.8054 10.5174  0.0019
H -17.8574 13.9660 12.6560  -0.0196
H -16.5274 12.9536 13.2832  0.3306
C -22.3849 15.9478 11.6855  -0.4005
C -21.4038 16.9579 12.3344  -0.0927
C -20.6061 16.1040 13.3213  -0.5108
O -20.4601 14.9256 12.5588  -0.3821
C -21.6125 14.6705 11.8020  -0.3830
H -22.7216 16.1888 10.6773  0.0297
H -23.2990 15.8598 12.2727  0.3314
H -21.9653 17.7210 12.8734  0.4488
H -20.8389 17.4418 11.5377  -0.1992
H -20.9918 15.8178 14.2998  0.3401
H -19.6337 16.5354 13.5588  0.2833
H -22.2294 13.9784 12.3753  0.4008
H -21.3864 14.2527 10.8209  0.1811

The multiplicity is 1. The largest force on an atom is 3.159 eV Å⁻¹. Its SMILES is CN(C)C=O.CN(C)C=O.CN(C)C=O.C1CCOC1.C1CCOC1.C1CCOC1.C1CCOC1. For the HOMO energy, the calculation gives -0.325 hartree. The lowest unoccupied orbital energy comes out at 0.0103 hartree. As for the energy above the lowest of the compared OMol25 structures with the same formula, charge and spin: 37.8 kcal per mole.



Entry 3:
The following is a quantum chemistry calculation of C25H54AlBr3CaF3N3Na3O9S as an isolated structure in a non-equilibrium geometry, from the Open Molecules 2025 dataset.

Last column: Mulliken charge in e.
Atoms and positions in Å:
C -2.2863 6.0983 3.9307  -1.1164
C -2.3710 4.6313 4.2942  0.4408
O -2.2257 4.3088 5.4180  -0.5351
N -2.5809 3.6391 3.3144  0.0697
C -3.8004 3.8211 2.5213  -0.8236
C -3.3944 3.7230 0.9514  -0.3352
C -3.3021 2.2845 0.4044  -0.8809
C -2.1560 2.2462 -0.6885  0.3970
Al -0.3910 1.4160 -0.0292  -1.6242
C -0.1518 -0.3125 -1.1326  0.1316
C 1.1192 -1.0013 -0.8362  -0.4843
N 1.1756 -1.9898 -0.0355  -0.6990
C -0.4009 0.9874 1.9644  0.0132
C 0.8299 1.5933 2.7088  -1.0168
C 2.1283 0.8071 2.4208  0.0239
C 3.4329 1.6674 2.2327  -0.7942
N 3.3809 3.0555 2.6986  -0.6372
C 1.1037 2.7480 -0.3392  0.3928
C 1.1942 3.2101 -1.8148  -0.5512
C 2.1622 4.3958 -2.0378  0.5748
C 3.4474 4.2901 -1.1666  -1.3524
C 1.4966 5.7419 -1.7157  -1.3843
H -3.1998 6.6241 4.2222  0.3138
H -2.1400 6.2387 2.8522  0.2656
H -1.4663 6.5736 4.4632  0.3592
H -2.6352 2.7390 3.7786  0.2940
H -4.1944 4.8659 2.6931  0.2919
H -4.6131 3.1476 2.7968  0.2969
H -4.2267 4.2093 0.3743  -0.0344
H -2.4828 4.3079 0.7662  0.6647
H -3.1798 1.5336 1.1828  0.4542
H -4.2367 2.0630 -0.1176  0.5383
H -1.9663 3.2691 -1.1315  -1.5980
H -2.5559 1.6424 -1.5249  1.0509
H -0.2210 -0.0453 -2.1954  0.6224
H -0.9827 -0.9728 -0.8526  -0.2286
H 2.0494 -0.6952 -1.3142  0.4435
H 0.2477 -2.1937 0.3429  0.3947
H -0.4633 -0.1013 2.1045  0.4892
H -1.2887 1.4654 2.4007  -0.0407
H 0.6146 1.4770 3.7770  0.5929
H 0.8639 2.6456 2.4310  0.2832
H 1.9771 0.2408 1.4933  -0.4034
H 2.3058 0.0823 3.2189  0.5572
H 4.2299 1.1550 2.7827  0.3910
H 3.7385 1.6507 1.1834  0.2605
H 2.9570 3.0733 3.6189  0.3010
H 2.7997 3.5584 2.0381  0.2140
H 2.0461 2.2432 -0.1016  -0.1021
H 1.0174 3.6401 0.2971  0.4506
H 1.5178 2.3976 -2.4768  0.3559
H 0.1805 3.5285 -2.1832  -0.3460
H 2.5209 4.4280 -3.0728  0.4271
H 3.1950 4.6050 -0.1511  0.2878
H 4.2621 4.8704 -1.5925  0.4527
H 3.7101 3.2289 -1.1003  0.2698
H 1.0670 5.7111 -0.7027  0.2296
H 0.7608 6.0521 -2.4705  0.2951
H 2.2509 6.5341 -1.6892  0.3903
Na -4.9833 5.7039 0.9369  0.8185
O -3.9534 7.9155 -1.4030  -0.8193
H -3.7842 8.7148 -1.9013  0.1371
Ca -2.5869 4.6864 -2.2698  1.4228
C -3.1270 -6.4430 -0.9276  -1.2187
C -2.2990 -5.6733 -1.9344  0.9948
O -3.0692 -4.6554 -2.5814  -0.3490
C -3.1535 -3.5116 -1.9110  0.3333
O -2.6311 -3.2919 -0.8510  -0.4976
C -3.9666 -2.4822 -2.7076  0.9493
F -5.0667 -3.0253 -3.2366  -0.2384
F -3.2284 -1.9828 -3.7160  -0.2620
F -4.3443 -1.4600 -1.9340  -0.2410
H -4.0123 -6.8595 -1.4064  0.3312
H -2.5442 -7.2559 -0.4943  0.4096
H -3.4705 -5.7942 -0.1213  0.3343
H -1.9509 -6.3456 -2.7156  0.4267
H -1.4243 -5.2190 -1.4703  -0.7928
O 1.0257 7.2282 -4.6667  -1.0131
H 1.9109 7.2132 -4.3149  0.1432
O 1.5115 -6.7322 -1.6123  -0.5707
S 2.8759 -7.1626 -1.3928  1.1712
O 3.1721 -8.1962 -0.4612  -0.5138
O 3.7777 -5.8848 -1.0632  -0.3175
C 3.3691 -5.0114 0.0005  0.7647
C 3.7120 -5.5741 1.3654  -1.0865
C 3.6080 -7.5536 -2.9426  -1.0087
H 2.3021 -4.7975 -0.0793  -0.6814
H 3.8975 -4.0728 -0.1496  0.3548
H 3.1227 -6.4647 1.5866  0.2889
H 3.5143 -4.8343 2.1415  0.4215
H 4.7616 -5.8613 1.4061  0.3015
H 3.4236 -6.7374 -3.6363  0.3417
H 3.1434 -8.4695 -3.3034  0.3892
H 4.6738 -7.7069 -2.7934  0.3585
O -8.1800 4.6026 1.3320  -0.9667
H -9.1246 4.7417 1.3879  0.1641
Na 0.3488 -4.4044 -0.5350  0.5289
Na -0.9352 8.2587 -5.1912  0.8956
C 4.1144 -11.6376 0.8825  -0.0463
Br 2.6760 -12.8878 1.1725  -0.0051
Br 5.4736 -11.7813 2.2412  -0.0013
Br 4.8575 -11.8054 -0.8894  -0.0258
H 3.6934 -10.6439 0.9553  0.0808

The multiplicity is 1. The largest force on an atom is 2.675 eV Å⁻¹. For the HOMO energy, the calculation gives -0.280 hartree. The lowest unoccupied orbital energy comes out at -0.1910 hartree. Its total charge is +1.